[1]
{
  "formula": "C4H5NO",
  "method": "ωB97M-V/def2-TZVPD",
  "symbols": ["C", "C", "C", "C", "H", "H", "H", "H", "H", "N", "O"],
  "xyz": [[1.332, 0.106, 0.673], [0.472, -0.785, -0.283], [-0.655, 1.141, -0.003], [0.764, 0.558, -0.589], [0.715, 0.588, 1.609], [2.376, -0.064, 0.534], [1.067, -1.570, -0.564], [-0.902, 2.215, -0.057], [1.148, 0.884, -1.651], [-1.421, 0.077, 0.182], [-0.742, -1.089, 0.009]],
  "forces_ev_per_a": [[-1.108, 0.661, 2.098], [4.925, 0.396, 1.313], [0.717, -3.602, -3.263], [-3.128, 4.345, -2.806], [2.733, -1.435, -2.030], [0.645, -0.417, 1.273], [0.992, -1.906, -1.332], [-0.454, -1.050, 0.446], [-0.283, -0.100, 2.591], [-0.634, 3.875, 0.952], [-4.406, -0.767, 0.757]],
  "de_lowest_kj_mol": 489.01,
  "homo_lumo_gap_ev": 9.85,
  "e_homo_ha": -0.32438,
  "smiles": "C1=NO[C@@H]2C[C@H]12",
  "energy_ev": -7761.45827,
  "lumo_ev": 1.018
}

[2]
{
  "formula": "C3H5F5N4O2",
  "method": "ωB97M-V/def2-TZVPD",
  "symbols": ["C", "C", "C", "N", "N", "N", "N", "O", "O", "F", "F", "F", "F", "F", "H", "H", "H", "H", "H"],
  "xyz": [[-4.720, -0.637, -0.942], [0.815, -0.062, -0.425], [0.345, -0.656, 0.924], [-2.884, -1.649, 0.453], [-4.222, 0.546, -0.463], [-1.884, -1.049, 0.448], [-4.501, 1.098, 0.632], [-4.671, -1.081, -2.031], [-0.727, -1.587, 0.825], [-2.772, -3.027, 0.956], [-3.323, 1.285, -1.344], [-5.514, -1.142, 0.042], [-5.087, 2.332, 0.574], [-3.385, 1.376, 1.433], [1.200, -0.850, -1.121], [0.003, 0.363, -1.096], [1.615, 0.596, -0.194], [-0.102, 0.230, 1.621], [1.133, -1.379, 1.294]],
  "forces_ev_per_a": [[-2.265, -1.252, -0.085], [-1.513, -1.714, -1.303], [-0.488, 1.731, 0.256], [-2.353, -2.679, 0.530], [2.086, 2.431, -1.737], [2.882, 2.203, -0.295], [-0.401, -0.402, 2.501], [0.640, 0.330, 0.596], [-0.756, -1.512, 0.008], [0.262, 0.819, -0.356], [-1.132, -1.150, 0.728], [0.623, 0.220, -0.910], [0.012, 0.304, -0.696], [-0.083, -0.121, -0.553], [0.040, 0.283, 0.928], [0.789, 0.149, 1.434], [0.549, 0.940, -0.123], [1.817, -2.144, -1.201], [-0.710, 1.565, 0.280]],
  "homo_lumo_gap_ev": 11.55,
  "e_homo_ha": -0.42091,
  "smiles": "O=C(F)N(F)N(F)F.CCO/N=N\\F",
  "energy_ev": -26823.59824,
  "lumo_ev": 0.099
}

[3]
{
  "formula": "C31H29BrN7ORuSSb",
  "method": "ωB97M-V/def2-TZVPD",
  "symbols": ["Ru", "N", "C", "S", "N", "N", "C", "C", "C", "C", "C", "C", "C", "C", "C", "C", "C", "C", "N", "H", "H", "H", "H", "H", "H", "H", "H", "H", "H", "H", "Br", "C", "C", "C", "C", "C", "C", "N", "N", "C", "C", "C", "C", "O", "C", "N", "C", "C", "C", "C", "H", "H", "H", "H", "H", "H", "H", "H", "H", "C", "Sb", "C", "C", "H", "H", "H", "H", "H", "H", "H", "H", "H"],
  "xyz": [[-1.092, 0.457, 0.332], [1.593, -0.910, 3.454], [0.700, -0.657, 2.483], [0.578, 0.988, 1.923], [-0.011, -1.693, 2.077], [-0.897, -1.388, 1.097], [-1.617, -2.338, 0.585], [-1.547, -3.751, 1.025], [-1.950, -4.106, 2.308], [-1.903, -5.431, 2.712], [-1.446, -6.409, 1.838], [-1.038, -6.059, 0.559], [-1.091, -4.734, 0.152], [-2.516, -1.916, -0.499], [-3.388, -2.788, -1.140], [-4.178, -2.320, -2.175], [-4.081, -0.989, -2.551], [-3.211, -0.170, -1.856], [-2.458, -0.608, -0.846], [2.221, -0.190, 3.759], [1.743, -1.862, 3.742], [-2.295, -3.341, 2.991], [-2.220, -5.701, 3.710], [-1.407, -7.442, 2.155], [-0.674, -6.818, -0.121], [-0.765, -4.459, -0.844], [-3.435, -3.820, -0.823], [-4.861, -2.987, -2.683], [-4.671, -0.584, -3.361], [-3.115, 0.881, -2.095], [4.111, 10.385, -5.374], [3.135, 8.797, -5.143], [1.751, 8.819, -5.286], [1.040, 7.652, -5.114], [1.704, 6.459, -4.791], [3.103, 6.453, -4.655], [3.813, 7.619, -4.834], [0.909, 5.353, -4.588], [1.503, 4.233, -4.421], [1.105, 3.289, -3.609], [1.839, 2.048, -3.729], [1.642, 0.995, -2.918], [0.648, 1.068, -1.878], [0.418, 0.120, -1.114], [-0.135, 2.307, -1.736], [-1.056, 2.281, -0.748], [-1.848, 3.342, -0.613], [-1.763, 4.448, -1.445], [-0.809, 4.489, -2.441], [0.045, 3.393, -2.599], [1.248, 9.742, -5.536], [-0.036, 7.634, -5.229], [3.613, 5.529, -4.423], [4.889, 7.627, -4.740], [2.582, 2.019, -4.515], [2.205, 0.077, -3.009], [-2.563, 3.303, 0.195], [-2.442, 5.276, -1.296], [-0.724, 5.344, -3.093], [-3.484, 2.762, 2.829], [-2.833, 0.838, 2.185], [-2.288, 0.040, 4.072], [-4.728, -0.100, 1.901], [-4.321, 2.638, 3.515], [-3.810, 3.382, 1.996], [-2.666, 3.260, 3.348], [-3.128, 0.117, 4.760], [-1.438, 0.600, 4.457], [-1.996, -1.003, 3.959], [-5.161, -0.361, 2.866], [-4.616, -1.003, 1.302], [-5.400, 0.583, 1.382]],
  "forces_ev_per_a": [[0.090, 0.059, -0.016], [-0.002, -0.001, 0.005], [-0.005, 0.008, -0.005], [0.011, -0.001, 0.018], [0.004, -0.002, 0.007], [-0.060, 0.073, 0.040], [0.040, -0.021, -0.014], [-0.006, 0.006, -0.001], [-0.014, -0.011, -0.002], [-0.002, 0.004, 0.002], [0.003, 0.002, -0.004], [-0.003, -0.003, 0.000], [0.014, 0.003, 0.001], [0.006, -0.012, -0.006], [-0.003, -0.001, 0.000], [-0.003, 0.005, 0.000], [0.003, -0.002, 0.002], [-0.068, 0.021, 0.053], [0.064, -0.028, -0.056], [0.003, 0.000, -0.003], [0.000, 0.000, -0.001], [0.003, 0.000, 0.001], [0.000, -0.001, 0.000], [0.000, 0.000, 0.000], [0.000, 0.000, 0.000], [-0.002, 0.001, 0.000], [0.005, 0.000, -0.004], [0.003, -0.001, -0.003], [-0.004, 0.002, 0.004], [0.004, -0.002, -0.006], [0.007, 0.008, -0.003], [-0.011, -0.018, 0.003], [0.008, 0.013, -0.013], [-0.014, -0.021, 0.005], [0.071, -0.009, -0.170], [-0.009, -0.010, 0.007], [0.004, 0.007, -0.006], [-0.269, -0.039, 0.152], [0.457, 0.238, -0.038], [-0.302, -0.287, -0.024], [0.020, 0.134, -0.022], [-0.065, -0.053, 0.032], [0.044, 0.085, 0.017], [-0.093, -0.055, 0.058], [0.009, -0.064, -0.031], [-0.112, -0.109, -0.093], [0.041, 0.033, 0.069], [0.013, 0.014, -0.003], [0.009, 0.007, 0.040], [0.076, 0.034, 0.012], [-0.001, 0.000, 0.001], [-0.001, 0.003, 0.010], [0.002, 0.007, 0.013], [0.000, 0.004, 0.005], [0.016, 0.004, 0.018], [-0.003, -0.002, -0.010], [-0.013, -0.015, -0.017], [0.005, 0.003, 0.001], [0.011, 0.008, 0.018], [0.015, -0.005, 0.002], [-0.012, 0.010, -0.019], [-0.002, -0.023, -0.016], [0.013, 0.005, -0.008], [0.017, -0.009, 0.019], [-0.018, -0.010, 0.002], [0.006, 0.012, -0.021], [-0.001, 0.005, -0.001], [0.002, -0.003, -0.001], [0.002, 0.005, -0.001], [-0.012, 0.012, -0.002], [0.007, -0.008, 0.016], [0.005, -0.005, -0.015]],
  "s_squared": 0.8177,
  "total_charge": 1,
  "de_lowest_kj_mol": 60.51,
  "homo_lumo_gap_ev": [5.90, 4.98],
  "e_homo_ha": [-0.35780, -0.35743],
  "spin_multiplicity": 2,
  "energy_ev": -135088.31370,
  "lumo_ev": [-3.836, -4.746]
}

[4]
{
  "formula": "C39H52CrN7O2PS5Si",
  "method": "ωB97M-V/def2-TZVPD",
  "symbols": ["Cr", "N", "N", "C", "N", "N", "N", "O", "O", "H", "H", "H", "H", "H", "C", "C", "C", "C", "P", "C", "C", "C", "C", "C", "C", "C", "C", "C", "C", "H", "H", "H", "H", "H", "H", "H", "H", "H", "H", "H", "H", "H", "H", "H", "H", "H", "H", "H", "H", "H", "H", "H", "C", "C", "N", "H", "H", "H", "N", "C", "C", "C", "C", "C", "C", "H", "H", "H", "H", "H", "H", "H", "C", "C", "C", "C", "C", "C", "Si", "C", "C", "C", "C", "C", "C", "H", "H", "H", "H", "H", "H", "H", "H", "H", "H", "H", "C", "S", "C", "C", "S", "S", "C", "S", "S", "H", "H", "H"],
  "xyz": [[-0.591, -0.119, 0.221], [-2.236, 2.147, 2.638], [-3.479, 1.511, 2.598], [-3.780, 0.591, 1.699], [-5.035, 0.161, 1.648], [-2.748, 0.128, 0.908], [-3.066, -0.695, -0.102], [-2.015, -1.080, -0.724], [-4.151, -1.049, -0.453], [-2.033, 2.413, 3.594], [-2.203, 2.976, 2.021], [-4.258, 1.954, 3.066], [-5.728, 0.557, 2.261], [-5.313, -0.510, 0.956], [2.407, 2.264, -1.471], [1.689, 1.262, -2.387], [0.334, 1.884, -2.743], [2.474, 1.041, -3.683], [1.362, -0.355, -1.469], [0.880, -1.475, -2.836], [1.787, -2.298, -3.506], [1.382, -3.082, -4.576], [0.060, -3.057, -5.001], [-0.852, -2.244, -4.345], [-0.445, -1.464, -3.272], [2.933, -1.007, -0.677], [2.740, -2.493, -0.343], [3.073, -0.269, 0.658], [4.243, -0.815, -1.448], [2.442, 3.231, -1.977], [3.432, 1.980, -1.234], [1.859, 2.423, -0.538], [0.525, 2.794, -3.318], [-0.229, 2.180, -1.855], [-0.280, 1.226, -3.361], [2.714, 2.029, -4.088], [1.877, 0.512, -4.426], [3.410, 0.501, -3.553], [2.823, -2.335, -3.211], [2.105, -3.711, -5.080], [-0.255, -3.664, -5.840], [-1.888, -2.223, -4.659], [-1.181, -0.846, -2.773], [1.865, -2.655, 0.291], [3.615, -2.832, 0.220], [2.639, -3.132, -1.218], [2.183, -0.370, 1.275], [3.273, 0.791, 0.527], [3.912, -0.696, 1.217], [4.306, -1.379, -2.376], [5.048, -1.173, -0.799], [4.452, 0.228, -1.671], [-4.497, 1.812, -3.350], [-3.410, 1.668, -2.364], [-2.578, 1.595, -1.575], [-4.076, 1.961, -4.342], [-5.111, 2.673, -3.096], [-5.113, 0.916, -3.357], [0.168, 1.329, 1.578], [1.147, 1.458, 2.638], [0.990, 0.721, 3.799], [1.919, 0.850, 4.824], [2.992, 1.719, 4.689], [3.124, 2.477, 3.530], [2.199, 2.353, 2.505], [0.208, 2.186, 0.994], [-0.745, 1.442, 2.039], [0.157, 0.031, 3.900], [1.799, 0.264, 5.727], [3.715, 1.818, 5.488], [3.945, 3.175, 3.425], [2.276, 2.973, 1.618], [-1.391, -6.200, -1.037], [-0.510, -5.226, -1.487], [-0.321, -4.068, -0.742], [-0.997, -3.862, 0.463], [-1.890, -4.851, 0.893], [-2.082, -6.010, 0.154], [-0.870, -2.342, 1.535], [0.134, -2.639, 3.082], [1.520, -2.470, 3.177], [2.199, -2.747, 4.355], [1.501, -3.200, 5.467], [0.125, -3.379, 5.396], [-0.552, -3.098, 4.216], [-1.544, -7.104, -1.613], [0.030, -5.363, -2.417], [0.346, -3.312, -1.129], [-2.438, -4.723, 1.822], [-2.777, -6.763, 0.504], [-2.260, -2.229, 2.057], [2.087, -2.115, 2.327], [3.271, -2.605, 4.407], [2.027, -3.411, 6.389], [-0.421, -3.740, 6.259], [-1.628, -3.238, 4.179], [-3.783, 5.365, -1.520], [-3.232, 6.467, -0.202], [-1.502, 6.387, -0.458], [-0.708, 5.335, -0.189], [-1.122, 3.764, 0.451], [0.976, 5.609, -0.563], [0.886, 7.235, -1.147], [2.188, 8.085, -1.667], [-0.729, 7.819, -1.115], [-4.869, 5.287, -1.425], [-3.318, 4.389, -1.382], [-3.537, 5.778, -2.498]],
  "forces_ev_per_a": [[0.613, 0.862, 0.671], [-0.441, -0.301, 0.408], [-0.060, 0.504, 0.269], [0.614, -0.399, -0.564], [0.052, 0.089, 0.030], [-0.611, -0.117, -0.026], [1.000, 0.094, -0.053], [-1.122, -0.225, -0.045], [-0.469, -0.149, -0.090], [-0.012, -0.038, 0.079], [-0.132, 0.203, 0.032], [0.038, 0.022, 0.040], [-0.015, -0.010, 0.021], [-0.007, -0.086, -0.101], [0.055, -0.048, -0.042], [-0.015, 0.098, 0.266], [0.008, -0.080, -0.016], [0.031, 0.065, -0.013], [-0.113, -0.025, -0.236], [0.020, 0.006, 0.028], [-0.002, -0.022, -0.084], [-0.029, 0.007, 0.028], [0.034, 0.024, 0.030], [0.025, -0.027, 0.003], [-0.080, 0.098, 0.016], [-0.040, -0.066, 0.117], [0.054, -0.021, -0.022], [0.106, 0.059, 0.009], [0.045, -0.064, 0.042], [-0.002, -0.036, -0.005], [-0.033, -0.005, -0.023], [0.006, -0.025, -0.059], [-0.014, -0.005, 0.002], [0.022, -0.007, -0.031], [0.034, 0.018, 0.044], [0.006, -0.058, -0.032], [-0.009, -0.013, 0.022], [-0.017, 0.017, 0.038], [0.011, 0.026, 0.003], [-0.029, 0.025, 0.010], [0.004, 0.001, 0.031], [0.025, 0.009, 0.000], [0.087, -0.030, -0.059], [0.017, 0.014, -0.042], [-0.047, 0.011, -0.017], [0.023, 0.028, 0.025], [-0.034, 0.009, -0.006], [0.002, 0.009, 0.032], [-0.029, 0.021, -0.038], [-0.041, -0.006, -0.019], [-0.006, 0.005, -0.057], [-0.013, 0.029, 0.021], [0.370, -0.048, 0.234], [-0.407, 0.234, -0.232], [-0.165, -0.311, -0.222], [0.039, 0.000, -0.013], [0.021, 0.020, 0.048], [0.010, -0.020, 0.025], [0.521, -0.482, -0.219], [-0.123, -0.128, -0.274], [0.004, -0.100, 0.130], [0.008, 0.029, 0.004], [-0.020, 0.024, -0.041], [0.011, -0.043, 0.057], [-0.002, 0.096, 0.016], [0.016, 0.006, 0.063], [-0.098, 0.035, 0.025], [0.072, 0.038, -0.021], [0.011, 0.018, -0.028], [-0.010, 0.001, -0.019], [-0.020, -0.011, 0.018], [0.016, -0.047, 0.031], [0.001, 0.020, 0.031], [-0.018, 0.034, 0.092], [-0.118, -0.072, 0.002], [0.029, -0.097, -0.381], [0.070, -0.054, 0.025], [0.027, 0.017, -0.042], [0.207, -0.273, 0.267], [0.203, 0.040, 0.173], [-0.079, -0.136, 0.044], [-0.068, -0.014, -0.021], [-0.042, -0.001, 0.004], [0.043, 0.021, -0.047], [0.084, 0.087, -0.024], [0.005, 0.027, 0.019], [-0.034, 0.015, 0.020], [-0.028, -0.023, 0.015], [0.008, 0.003, -0.072], [0.016, -0.006, 0.004], [-0.085, 0.201, 0.007], [-0.038, -0.037, 0.079], [-0.026, 0.001, 0.001], [-0.012, -0.009, -0.027], [0.007, 0.016, -0.015], [0.043, 0.016, 0.001], [-0.058, -0.054, -0.072], [-0.062, 0.023, 0.129], [-0.107, 0.197, 0.004], [0.059, -0.273, 0.117], [0.120, 0.773, -0.540], [0.245, -0.280, 0.062], [0.086, 0.028, -0.034], [-0.052, -0.048, 0.023], [-0.206, 0.101, -0.030], [0.064, -0.019, -0.022], [-0.044, -0.001, -0.035], [-0.002, -0.019, 0.021]],
  "s_squared": 4.1499,
  "total_charge": 1,
  "de_lowest_kj_mol": 130.72,
  "homo_lumo_gap_ev": [4.70, 4.94],
  "e_homo_ha": [-0.32323, -0.32331],
  "spin_multiplicity": 4,
  "energy_ev": -155568.14410,
  "lumo_ev": [-4.091, -3.854]
}

[5]
{
  "formula": "C4H11N3",
  "method": "ωB97M-V/def2-TZVPD",
  "symbols": ["C", "C", "C", "C", "N", "N", "N", "H", "H", "H", "H", "H", "H", "H", "H", "H", "H", "H"],
  "xyz": [[0.592, -2.778, 0.438], [-0.077, 1.313, 1.424], [-0.752, 2.701, -0.446], [0.060, -1.451, -1.589], [0.566, 0.541, 2.073], [-0.934, 1.970, 0.762], [0.866, -1.884, -0.423], [-0.284, -3.234, 0.500], [1.400, -3.202, 1.062], [-1.708, 2.814, -0.851], [-0.018, 2.084, -1.067], [-0.356, 3.663, -0.175], [-0.711, -0.730, -1.186], [-0.445, -2.442, -1.844], [0.790, -0.959, -2.221], [0.952, 0.895, 2.959], [1.832, -1.620, -0.545], [-1.770, 2.318, 1.127]],
  "forces_ev_per_a": [[4.680, 1.028, 0.004], [-0.741, -0.395, 0.807], [3.410, -0.613, -1.657], [-1.802, -0.945, 1.918], [-0.826, 1.118, -0.191], [1.348, -0.950, 0.556], [0.565, -0.522, -0.132], [-4.170, -1.559, 0.103], [-0.383, 0.655, -0.174], [-1.234, 0.055, -1.150], [-1.198, 1.372, 0.303], [0.345, 0.514, -0.343], [0.713, -0.694, -0.815], [0.547, 1.875, -0.889], [-0.537, -0.330, -0.773], [0.649, -0.327, -0.195], [0.476, 0.123, 0.615], [-1.843, -0.404, 2.012]],
  "total_charge": 2,
  "de_lowest_kj_mol": 223.63,
  "homo_lumo_gap_ev": 11.54,
  "e_homo_ha": -0.73351,
  "energy_ev": -8776.80375,
  "lumo_ev": -8.419
}

Number 4 is which compound?
C39H52CrN7O2PS5Si